[1]
{
  "formula": "C24H19B2ClF4IN6O9V",
  "method": "ωB97M-V/def2-TZVPD",
  "relative_energy_kcal_mol": 36.4,
  "orbital_gap_ev": [3.8, 4.3],
  "multiplicity": 2,
  "total_charge": -1,
  "species": ["V", "C", "C", "N", "O", "B", "F", "F", "O", "N", "C", "C", "C", "N", "O", "B", "F", "F", "O", "N", "C", "C", "C", "H", "H", "H", "H", "H", "H", "H", "H", "H", "H", "H", "H", "Cl", "C", "C", "C", "I", "C", "O", "C", "N", "C", "C", "C", "C", "H", "H", "H", "H", "O", "C", "O", "C", "C", "C", "N", "C", "C", "C", "O", "O", "H", "H", "H"],
  "coordinates": [[-0.44667, 0.04083, -0.04451], [3.27531, -0.68728, -2.02958], [1.99077, -0.17042, -1.51060], [1.22565, -0.84678, -0.72790], [1.69211, -2.00530, -0.27812], [0.83028, -3.21398, -0.45756], [0.81182, -3.54735, -1.82379], [1.32762, -4.20700, 0.33243], [-0.59567, -2.97669, -0.02828], [-1.16523, -1.86850, -0.45117], [-2.43461, -1.92062, -0.65703], [-3.23695, -3.16099, -0.49594], [-2.98297, -0.64240, -1.12474], [-2.11535, 0.29777, -1.20628], [-2.57320, 1.46468, -1.67343], [-1.56061, 2.33920, -2.38440], [-2.15958, 3.55713, -2.55000], [-1.19378, 1.71544, -3.58149], [-0.34513, 2.52459, -1.52406], [0.28219, 1.33714, -1.37744], [1.45928, 1.16429, -1.83950], [2.23772, 2.19399, -2.55195], [-4.39448, -0.43942, -1.52472], [3.29777, -1.76563, -1.92914], [4.09964, -0.26118, -1.45007], [3.39750, -0.40561, -3.07605], [-2.58216, -3.98212, -0.23424], [-3.76105, -3.39590, -1.42638], [-3.97470, -3.02569, 0.29931], [1.60893, 3.05194, -2.76134], [2.64282, 1.79408, -3.48223], [3.06024, 2.49771, -1.89849], [-5.02200, -1.24638, -1.15356], [-4.46474, -0.40356, -2.61481], [-4.74280, 0.51972, -1.14777], [-6.01385, -0.14109, 4.06360], [-4.43284, -0.37097, 3.36866], [-3.75415, -1.53237, 3.60267], [-2.46865, -1.74390, 3.06288], [-1.44048, -3.50732, 3.45299], [-1.87008, -0.80055, 2.24346], [-0.68918, -0.90231, 1.68126], [-2.61921, 0.38282, 1.98315], [-2.00296, 1.26788, 1.13545], [-2.53204, 2.45115, 0.94992], [-3.74769, 2.82376, 1.55460], [-4.42633, 1.92309, 2.32319], [-3.86751, 0.64461, 2.56680], [-4.20140, -2.29189, 4.23068], [-1.99984, 3.13110, 0.29669], [-4.13551, 3.81984, 1.38957], [-5.37593, 2.17916, 2.77557], [3.28675, 0.15249, 6.94692], [3.88763, 0.59933, 5.93205], [4.84890, 1.40467, 5.81731], [3.34233, 0.05954, 4.59050], [3.14652, -1.30480, 4.38752], [2.64149, -1.74270, 3.17419], [2.29214, -0.90641, 2.18299], [2.47910, 0.39437, 2.39113], [3.01310, 0.93104, 3.55678], [2.01594, 1.27793, 1.27868], [2.80368, 1.85023, 0.53806], [0.69159, 1.31124, 1.04577], [3.37499, -2.00898, 5.18007], [2.48106, -2.80118, 2.97534], [3.17417, 1.99790, 3.65823]]
}



[2]
{
  "formula": "C5H7N",
  "method": "ωB97M-V/def2-TZVPD",
  "relative_energy_kcal_mol": 116.3,
  "orbital_gap_ev": 9.8,
  "smiles": "C#C[C@@H]1CN1C",
  "species": ["C", "C", "C", "C", "N", "C", "H", "H", "H", "H", "H", "H", "H"],
  "coordinates": [[-1.73353, -1.46553, 1.23666], [-0.56878, -1.13980, 1.20758], [0.64627, -0.77872, 0.54522], [1.40320, 0.50587, 0.55583], [0.06225, 0.57136, 0.12714], [-0.39277, 0.85018, -1.20231], [-2.75097, -1.27699, 0.98220], [1.11538, -1.61950, -0.00392], [2.09834, 0.55679, -0.28933], [1.71740, 1.01188, 1.46054], [-1.43559, 0.51389, -1.29017], [0.22541, 0.33985, -1.94655], [-0.38662, 1.93071, -1.38290]]
}



[3]
{
  "formula": "C25H27BHfN4O",
  "method": "ωB97M-V/def2-TZVPD",
  "relative_energy_kcal_mol": 5.6,
  "orbital_gap_ev": 6.0,
  "species": ["Hf", "B", "N", "C", "C", "C", "N", "N", "C", "C", "C", "N", "H", "H", "H", "H", "H", "H", "H", "H", "C", "C", "C", "C", "O", "H", "H", "H", "H", "H", "H", "H", "H", "H", "C", "C", "C", "C", "C", "C", "C", "C", "C", "C", "C", "C", "C", "C", "C", "H", "H", "H", "H", "H", "H", "H", "H", "H", "H"],
  "coordinates": [[-0.67359, -1.34030, 1.36907], [-3.37575, -2.28208, 2.75786], [-2.92068, -2.35758, 1.22006], [-3.57007, -1.87194, 0.13557], [-2.95081, -2.31308, -1.00883], [-1.87336, -3.07257, -0.54881], [-1.86784, -3.15124, 0.79137], [-2.09924, -2.00714, 3.64867], [-1.78174, -2.60389, 4.80135], [-0.76514, -1.90049, 5.42197], [-0.49299, -0.85355, 4.55165], [-1.30376, -0.89278, 3.49093], [-3.83102, -3.33044, 3.11002], [-4.12254, -1.34550, 2.81146], [-4.42147, -1.22667, 0.27849], [-3.19630, -2.05838, -2.02416], [-1.08222, -3.56237, -1.09513], [-2.32952, -3.47981, 5.10672], [-0.29123, -2.12414, 6.36023], [0.25118, -0.07485, 4.61134], [2.99760, -2.25928, 0.31439], [2.43103, -1.80192, 1.64902], [3.12141, -2.48014, 2.82054], [2.49393, -0.28554, 1.76874], [1.04521, -2.19910, 1.69553], [4.01159, -1.87758, 0.17799], [2.38166, -1.87509, -0.50067], [3.02387, -3.34756, 0.25335], [4.18757, -2.24344, 2.82210], [3.00825, -3.56227, 2.75451], [2.69724, -2.14596, 3.76847], [2.09762, 0.20216, 0.87636], [3.52047, 0.05714, 1.91604], [1.92027, 0.05506, 2.63657], [-0.52605, 0.13387, -0.04220], [-0.30437, 0.98359, -0.95452], [-0.06933, 1.87914, -1.92248], [-1.16796, 2.29025, -2.82238], [-2.50141, 2.14004, -2.42373], [-3.54291, 2.48022, -3.26964], [-3.28333, 2.98308, -4.53872], [-1.96707, 3.13253, -4.94797], [-0.92061, 2.78981, -4.10398], [1.30182, 2.41827, -2.07016], [2.40446, 1.58407, -1.86843], [3.69812, 2.07772, -1.94085], [3.91638, 3.41802, -2.22655], [2.82943, 4.25665, -2.43229], [1.53618, 3.76526, -2.35178], [-2.71130, 1.76032, -1.43098], [-4.56516, 2.36313, -2.93057], [-4.09909, 3.25388, -5.19658], [-1.74338, 3.51354, -5.93686], [0.09798, 2.89895, -4.45213], [2.23082, 0.53478, -1.66003], [4.53711, 1.41068, -1.78483], [4.92514, 3.80576, -2.28935], [2.98849, 5.30598, -2.64752], [0.69642, 4.43280, -2.49825]]
}



no.,total energy (eV)
1,-111106.9396
2,-6783.4710
3,-36354.2644